No. 1
{
  "formula": "C64H176N16O16",
  "method": "the ωB97M-V functional and the def2-TZVPD basis",
  "e_homo_ev": -8.40,
  "gap_ev": 8.84,
  "lumo_ev": 0.44,
  "elements": ["C", "C", "C", "O", "C", "N", "H", "H", "H", "H", "H", "H", "H", "H", "H", "H", "H", "C", "C", "C", "O", "C", "N", "H", "H", "H", "H", "H", "H", "H", "H", "H", "H", "H", "C", "C", "C", "O", "C", "N", "H", "H", "H", "H", "H", "H", "H", "H", "H", "H", "H", "C", "C", "C", "O", "C", "N", "H", "H", "H", "H", "H", "H", "H", "H", "H", "H", "H", "C", "C", "C", "O", "C", "N", "H", "H", "H", "H", "H", "H", "H", "H", "H", "H", "H", "C", "C", "C", "O", "C", "N", "H", "H", "H", "H", "H", "H", "H", "H", "H", "H", "H", "C", "C", "C", "O", "C", "N", "H", "H", "H", "H", "H", "H", "H", "H", "H", "H", "H", "C", "C", "C", "O", "C", "N", "H", "H", "H", "H", "H", "H", "H", "H", "H", "H", "H", "C", "C", "C", "O", "C", "N", "H", "H", "H", "H", "H", "H", "H", "H", "H", "H", "H", "C", "C", "C", "O", "C", "N", "H", "H", "H", "H", "H", "H", "H", "H", "H", "H", "H", "C", "C", "C", "O", "C", "N", "H", "H", "H", "H", "H", "H", "H", "H", "H", "H", "H", "C", "C", "C", "O", "C", "N", "H", "H", "H", "H", "H", "H", "H", "H", "H", "H", "H", "C", "C", "C", "O", "C", "N", "H", "H", "H", "H", "H", "H", "H", "H", "H", "H", "H", "C", "C", "C", "O", "C", "N", "H", "H", "H", "H", "H", "H", "H", "H", "H", "H", "H", "C", "C", "C", "O", "C", "N", "H", "H", "H", "H", "H", "H", "H", "H", "H", "H", "H", "C", "C", "C", "O", "C", "N", "H", "H", "H", "H", "H", "H", "H", "H", "H", "H", "H"],
  "xyz": [[-3.65, 4.45, 1.30], [-3.97, 4.46, 2.77], [-4.72, 3.16, 3.21], [-3.81, 2.13, 3.02], [-4.31, 0.93, 3.57], [-2.86, 4.76, 3.62], [-3.31, 5.45, 0.95], [-4.49, 4.16, 0.70], [-2.90, 3.67, 1.09], [-4.68, 5.28, 2.93], [-5.56, 3.07, 2.47], [-5.04, 3.13, 4.24], [-5.16, 0.51, 2.99], [-4.73, 1.06, 4.57], [-3.54, 0.15, 3.66], [-3.20, 4.70, 4.57], [-2.10, 4.09, 3.46], [-3.69, -2.15, 4.53], [-3.18, -2.39, 3.11], [-1.94, -3.29, 3.14], [-0.87, -2.59, 3.78], [0.30, -3.33, 3.76], [-4.12, -3.22, 2.33], [-3.78, -3.11, 5.09], [-4.72, -1.76, 4.49], [-3.07, -1.48, 5.13], [-3.01, -1.41, 2.62], [-1.59, -3.56, 2.12], [-2.27, -4.10, 3.79], [1.01, -2.80, 4.38], [0.63, -3.41, 2.71], [0.19, -4.39, 4.08], [-4.69, -3.81, 2.92], [-4.81, -2.64, 1.83], [4.16, 4.89, -1.63], [3.07, 5.84, -1.27], [2.42, 5.53, 0.10], [1.99, 4.20, 0.18], [1.35, 3.88, 1.42], [3.44, 7.21, -1.45], [4.57, 5.07, -2.59], [3.83, 3.84, -1.66], [4.98, 4.98, -0.87], [2.34, 5.68, -2.04], [1.52, 6.17, 0.32], [2.93, 5.87, 0.98], [1.94, 4.37, 2.20], [1.39, 2.80, 1.55], [0.34, 4.28, 1.47], [3.59, 7.47, -2.41], [4.30, 7.33, -0.95], [7.84, -1.10, 7.65], [6.78, -1.72, 6.81], [6.13, -0.84, 5.77], [5.32, -1.57, 4.93], [4.24, -2.19, 5.54], [7.47, -2.74, 5.96], [8.70, -0.96, 6.97], [8.13, -1.73, 8.46], [7.65, -0.08, 7.95], [6.01, -2.21, 7.47], [6.79, -0.31, 5.14], [5.52, -0.11, 6.28], [4.42, -3.18, 6.01], [3.53, -2.50, 4.70], [3.80, -1.57, 6.28], [7.05, -3.08, 5.13], [7.95, -3.47, 6.48], [-1.48, 7.48, -5.09], [-2.56, 6.69, -5.89], [-2.72, 7.25, -7.29], [-1.51, 7.09, -7.93], [-1.61, 7.16, -9.37], [-2.25, 5.33, -6.08], [-1.28, 6.88, -4.13], [-1.80, 8.50, -4.86], [-0.64, 7.43, -5.72], [-3.54, 6.72, -5.47], [-3.09, 8.30, -7.37], [-3.54, 6.64, -7.77], [-0.64, 6.74, -9.75], [-1.60, 8.26, -9.60], [-2.41, 6.58, -9.80], [-2.19, 4.85, -5.19], [-1.36, 5.24, -6.56], [-0.77, 1.58, -3.43], [-0.07, 2.76, -2.68], [-1.12, 3.55, -1.95], [-1.94, 4.28, -2.89], [-3.07, 4.84, -2.28], [0.87, 2.21, -1.72], [0.11, 1.00, -3.75], [-1.11, 1.97, -4.44], [-1.51, 0.96, -2.96], [0.54, 3.33, -3.33], [-0.63, 4.36, -1.36], [-1.85, 3.03, -1.33], [-3.84, 4.14, -2.02], [-3.57, 5.47, -3.01], [-2.58, 5.29, -1.41], [0.46, 1.47, -1.19], [1.12, 2.95, -1.11], [-9.70, 7.88, -0.31], [-8.64, 7.00, -0.97], [-8.64, 5.65, -0.17], [-7.46, 4.93, -0.68], [-7.45, 3.60, -0.32], [-8.89, 6.73, -2.43], [-9.89, 8.71, -1.00], [-9.37, 8.27, 0.66], [-10.60, 7.30, -0.10], [-7.70, 7.52, -0.81], [-9.58, 5.09, -0.31], [-8.55, 5.91, 0.88], [-8.23, 3.02, -0.83], [-7.42, 3.47, 0.79], [-6.53, 3.13, -0.65], [-9.82, 6.43, -2.67], [-8.20, 6.01, -2.84], [1.90, -6.92, -4.01], [0.54, -6.53, -3.49], [-0.47, -6.28, -4.63], [-0.27, -5.01, -5.25], [-1.48, -4.47, -5.73], [0.05, -7.63, -2.57], [1.93, -7.85, -4.66], [2.63, -7.19, -3.19], [2.15, -6.11, -4.66], [0.64, -5.59, -2.96], [-1.51, -6.45, -4.20], [-0.31, -7.15, -5.38], [-2.18, -4.49, -4.88], [-1.95, -5.01, -6.51], [-1.28, -3.43, -6.05], [-0.95, -7.63, -2.63], [0.34, -8.54, -2.93], [4.89, 0.28, -2.11], [4.06, 0.22, -3.41], [3.02, -0.92, -3.30], [3.77, -2.12, -2.99], [3.00, -3.28, -3.28], [3.50, 1.55, -3.48], [5.61, 1.10, -2.20], [5.52, -0.61, -1.81], [4.25, 0.45, -1.23], [4.81, 0.00, -4.23], [2.43, -1.14, -4.23], [2.45, -0.58, -2.41], [3.70, -4.09, -3.12], [2.58, -3.21, -4.24], [2.24, -3.50, -2.53], [3.15, 1.79, -4.38], [2.69, 1.56, -2.91], [-0.97, -2.37, -1.66], [-2.38, -2.71, -2.13], [-2.41, -4.20, -2.40], [-3.78, -4.43, -2.82], [-4.27, -5.75, -2.46], [-3.40, -2.36, -1.13], [-0.25, -2.70, -2.42], [-0.78, -2.84, -0.71], [-0.77, -1.27, -1.55], [-2.67, -2.28, -3.08], [-2.20, -4.78, -1.51], [-1.70, -4.51, -3.17], [-4.47, -5.85, -1.34], [-3.53, -6.49, -2.72], [-5.28, -5.83, -2.81], [-3.14, -2.82, -0.26], [-4.33, -2.74, -1.37], [-6.25, 2.27, -3.80], [-4.80, 1.92, -3.82], [-4.49, 1.05, -2.55], [-4.13, 1.84, -1.45], [-4.43, 1.09, -0.25], [-4.38, 1.28, -5.07], [-6.52, 2.76, -4.72], [-6.47, 2.79, -2.88], [-6.82, 1.32, -3.73], [-4.20, 2.84, -3.74], [-3.75, 0.28, -2.76], [-5.46, 0.47, -2.27], [-3.75, 0.22, -0.10], [-5.43, 0.65, -0.22], [-4.32, 1.72, 0.62], [-4.62, 0.28, -5.06], [-3.35, 1.48, -5.13], [-1.28, 1.05, 6.19], [-0.17, 1.71, 5.45], [1.17, 0.88, 5.57], [2.15, 1.55, 4.79], [2.76, 2.58, 5.42], [-0.64, 1.97, 4.09], [-1.35, 0.02, 5.84], [-2.22, 1.46, 5.84], [-1.16, 1.05, 7.23], [-0.09, 2.70, 5.90], [1.04, -0.08, 5.18], [1.54, 0.94, 6.66], [3.26, 2.20, 6.36], [2.02, 3.41, 5.67], [3.48, 2.98, 4.73], [-1.27, 1.27, 3.71], [0.16, 2.09, 3.47], [8.01, -1.49, 1.96], [7.33, -0.99, 0.71], [6.73, 0.43, 0.88], [5.47, 0.43, 1.40], [4.89, 1.73, 1.54], [8.31, -1.02, -0.43], [8.81, -0.77, 2.27], [8.53, -2.41, 1.93], [7.37, -1.54, 2.81], [6.50, -1.67, 0.40], [6.83, 0.93, -0.12], [7.36, 0.95, 1.56], [4.83, 2.12, 0.47], [5.56, 2.34, 2.20], [3.99, 1.73, 2.10], [7.99, -0.49, -1.18], [9.19, -0.69, -0.07], [5.56, -6.24, -0.46], [5.22, -4.74, -0.41], [5.56, -4.22, 0.99], [4.71, -4.89, 1.84], [4.97, -4.55, 3.21], [5.98, -3.93, -1.37], [6.71, -6.36, -0.40], [5.24, -6.70, -1.44], [5.19, -6.83, 0.39], [4.15, -4.62, -0.60], [5.45, -3.20, 1.01], [6.60, -4.50, 1.21], [4.21, -4.99, 3.85], [4.98, -3.47, 3.32], [5.99, -4.92, 3.45], [6.97, -3.70, -1.15], [5.53, -3.14, -1.70], [2.45, -1.88, 0.51], [2.29, -0.67, 1.42], [0.86, -0.38, 1.74], [0.18, 0.27, 0.76], [-1.18, 0.52, 0.98], [2.98, -0.90, 2.67], [2.00, -2.69, 1.04], [3.54, -1.94, 0.34], [1.89, -1.75, -0.42], [2.59, 0.24, 0.84], [0.86, 0.14, 2.70], [0.36, -1.38, 1.96], [-1.63, 0.84, 0.06], [-1.40, 1.40, 1.61], [-1.64, -0.42, 1.31], [3.03, -0.04, 3.23], [3.91, -1.27, 2.56], [-2.05, -7.46, 2.81], [-2.26, -6.91, 1.42], [-0.96, -6.65, 0.67], [-0.33, -5.51, 1.19], [0.99, -5.37, 0.63], [-2.98, -7.90, 0.61], [-1.74, -6.63, 3.49], [-1.32, -8.28, 2.88], [-3.06, -7.77, 3.14], [-2.73, -5.93, 1.52], [-1.25, -6.48, -0.41], [-0.29, -7.48, 0.74], [1.69, -6.19, 0.93], [1.34, -4.42, 0.84], [0.83, -5.49, -0.51], [-3.40, -8.70, 1.19], [-3.67, -7.52, -0.01]],
  "lowdin_charge": [-0.059, -0.450, -0.206, -0.213, -0.118, 0.047, 0.093, 0.056, 0.076, 0.132, 0.125, 0.113, 0.102, 0.087, 0.051, 0.074, 0.053, -0.074, -0.424, -0.194, -0.203, -0.121, 0.038, 0.097, 0.077, 0.062, 0.110, 0.121, 0.116, 0.075, 0.059, 0.103, 0.070, 0.080, -0.073, -0.454, -0.201, -0.234, -0.072, 0.042, 0.063, 0.065, 0.097, 0.129, 0.135, 0.107, 0.089, 0.075, 0.090, 0.075, 0.066, -0.074, -0.419, -0.229, -0.208, -0.138, 0.045, 0.090, 0.068, 0.076, 0.138, 0.120, 0.123, 0.095, 0.080, 0.080, 0.045, 0.074, -0.034, -0.459, -0.271, -0.214, -0.073, 0.051, 0.090, 0.072, 0.050, 0.118, 0.134, 0.129, 0.095, 0.099, 0.077, 0.052, 0.076, -0.025, -0.388, -0.173, -0.227, -0.107, 0.082, 0.062, 0.088, 0.057, 0.128, 0.130, 0.110, 0.057, 0.092, 0.083, 0.043, 0.034, -0.081, -0.403, -0.168, -0.199, -0.162, 0.021, 0.077, 0.077, 0.071, 0.129, 0.125, 0.116, 0.096, 0.092, 0.053, 0.054, 0.094, -0.080, -0.429, -0.213, -0.179, -0.108, 0.058, 0.099, 0.095, 0.062, 0.108, 0.116, 0.152, 0.061, 0.077, 0.106, 0.031, 0.072, -0.075, -0.413, -0.171, -0.218, -0.104, 0.051, 0.069, 0.078, 0.069, 0.156, 0.136, 0.113, 0.079, 0.064, 0.073, 0.062, 0.009, -0.033, -0.418, -0.199, -0.210, -0.075, 0.064, 0.075, 0.073, 0.078, 0.135, 0.110, 0.080, 0.091, 0.068, 0.078, 0.049, 0.091, -0.063, -0.440, -0.222, -0.196, -0.090, 0.037, 0.078, 0.056, 0.086, 0.124, 0.094, 0.136, 0.068, 0.087, 0.052, 0.077, 0.080, -0.060, -0.414, -0.141, -0.242, -0.144, 0.074, 0.072, 0.077, 0.065, 0.122, 0.096, 0.147, 0.102, 0.111, 0.076, 0.049, 0.051, -0.060, -0.393, -0.247, -0.203, -0.069, 0.058, 0.099, 0.061, 0.052, 0.109, 0.118, 0.106, 0.107, 0.103, 0.048, 0.029, 0.061, -0.066, -0.414, -0.263, -0.188, -0.066, 0.065, 0.098, 0.080, 0.069, 0.131, 0.057, 0.137, 0.088, 0.051, 0.103, 0.094, 0.007, -0.014, -0.438, -0.245, -0.177, -0.083, 0.094, 0.043, 0.086, 0.076, 0.133, 0.106, 0.128, 0.062, 0.083, 0.087, 0.067, 0.061, -0.066, -0.451, -0.240, -0.213, -0.062, 0.035, 0.081, 0.087, 0.077, 0.122, 0.103, 0.113, 0.110, 0.010, 0.102, 0.103, 0.035]
}


No. 2
{
  "formula": "C38H44BrF5N2O2S2TeV",
  "method": "the ωB97M-V functional and the def2-TZVPD basis",
  "e_homo_ev": [-1.75, -1.74],
  "gap_ev": [5.71, 5.69],
  "s2": 0.82,
  "multiplicity": 2,
  "total_charge": -2,
  "lumo_ev": [3.95, 3.95],
  "elements": ["V", "C", "N", "C", "C", "N", "C", "C", "C", "C", "C", "C", "C", "S", "C", "C", "C", "C", "C", "C", "S", "H", "H", "H", "H", "H", "H", "H", "H", "H", "H", "H", "H", "H", "H", "H", "H", "H", "H", "C", "C", "C", "C", "C", "C", "C", "Br", "C", "O", "C", "C", "C", "C", "C", "C", "H", "H", "H", "H", "H", "H", "H", "H", "H", "H", "H", "H", "H", "H", "H", "H", "H", "H", "H", "H", "F", "C", "C", "F", "C", "F", "C", "O", "C", "F", "C", "F", "C", "Te", "C", "H", "H", "H", "H", "H", "H"],
  "xyz": [[-0.35, -0.80, -1.51], [-0.25, -1.12, -4.46], [-0.32, -1.74, -3.17], [-0.52, -3.17, -3.27], [-1.98, -3.54, -3.62], [-2.91, -2.71, -2.91], [-3.53, -3.25, -1.72], [-3.70, -1.80, -3.65], [-4.35, -2.18, -4.81], [-5.11, -1.29, -5.56], [-5.22, 0.02, -5.12], [-4.58, 0.41, -3.95], [-3.80, -0.47, -3.19], [-3.01, 0.15, -1.74], [1.61, -0.45, -1.60], [2.91, -0.36, -2.09], [3.88, -0.08, -1.15], [3.53, 0.11, 0.21], [2.23, 0.02, 0.65], [1.25, -0.26, -0.33], [-1.57, -0.01, 1.36], [0.48, -0.30, -4.45], [-1.21, -0.69, -4.80], [0.07, -1.84, -5.23], [-0.23, -3.65, -2.34], [0.12, -3.59, -4.07], [-2.15, -4.60, -3.40], [-2.11, -3.41, -4.69], [-4.20, -4.09, -1.95], [-4.10, -2.46, -1.23], [-2.76, -3.57, -1.03], [-4.27, -3.22, -5.13], [-5.61, -1.62, -6.47], [-5.80, 0.74, -5.68], [-4.65, 1.44, -3.61], [3.18, -0.52, -3.13], [4.92, -0.01, -1.44], [4.32, 0.34, 0.92], [1.98, 0.17, 1.69], [2.34, 2.18, 6.26], [1.45, 1.08, 5.69], [0.32, 0.81, 6.69], [2.30, -0.19, 5.55], [0.86, 1.46, 4.33], [0.00, 0.55, 3.68], [-0.51, 0.87, 2.46], [-2.02, -1.84, 2.62], [-0.23, 2.08, 1.76], [-0.79, 2.18, 0.61], [0.61, 3.01, 2.42], [1.13, 2.65, 3.68], [1.00, 4.39, 1.87], [0.53, 5.48, 2.86], [0.38, 4.72, 0.51], [2.52, 4.48, 1.72], [2.74, 1.86, 7.23], [1.79, 3.11, 6.41], [3.19, 2.39, 5.61], [0.73, 0.51, 7.67], [-0.34, 0.02, 6.34], [-0.28, 1.71, 6.84], [2.74, -0.47, 6.51], [3.10, -0.03, 4.83], [1.70, -1.03, 5.20], [-0.24, -0.40, 4.14], [1.78, 3.37, 4.17], [-0.56, 5.43, 2.98], [0.79, 6.47, 2.47], [0.99, 5.36, 3.84], [-0.71, 4.69, 0.53], [0.69, 4.00, -0.25], [0.71, 5.72, 0.21], [3.04, 4.32, 2.67], [2.81, 5.46, 1.33], [2.87, 3.72, 1.02], [1.90, -7.10, 1.46], [1.31, -5.99, 0.97], [-0.04, -5.77, 1.14], [-0.79, -6.70, 1.77], [-0.64, -4.63, 0.64], [-1.97, -4.53, 0.81], [0.06, -3.60, -0.02], [-0.51, -2.53, -0.44], [1.43, -3.89, -0.20], [2.22, -3.04, -0.89], [2.04, -5.03, 0.29], [3.36, -5.22, 0.10], [1.42, 2.60, -2.48], [-0.58, 1.89, -2.23], [-0.97, 2.13, -4.31], [1.93, 2.01, -3.24], [1.93, 2.45, -1.53], [1.41, 3.65, -2.75], [-0.93, 3.20, -4.50], [-1.97, 1.75, -4.50], [-0.24, 1.61, -4.92]],
  "mulliken_spin": [1.374, 0.030, -0.068, 0.030, -0.010, 0.002, -0.002, 0.002, 0.001, -0.002, 0.001, 0.000, 0.002, -0.027, -0.267, -0.021, -0.002, -0.002, 0.008, 0.032, -0.012, -0.012, -0.004, -0.001, -0.012, 0.005, 0.000, -0.001, 0.000, 0.000, 0.002, 0.000, 0.000, 0.000, 0.000, -0.002, -0.002, -0.001, 0.001, 0.000, 0.000, 0.000, 0.000, 0.002, -0.002, -0.001, 0.000, -0.002, 0.005, 0.000, -0.001, 0.001, 0.000, 0.000, 0.000, 0.000, 0.000, 0.000, 0.000, 0.000, 0.000, 0.000, 0.000, 0.000, 0.000, 0.000, 0.000, 0.000, 0.000, 0.000, -0.001, 0.000, 0.000, 0.000, 0.000, 0.000, 0.006, -0.001, 0.000, 0.004, 0.000, -0.007, -0.033, 0.011, 0.002, -0.003, 0.000, 0.000, -0.029, 0.014, 0.000, 0.000, -0.001, -0.001, -0.001, -0.001]
}


Record-wise ΔE to the lowest compared entry with this formula, charge and spin values, in kcal/mol: 122.21 65.94